1.
C5H16N2 | wB97M-V/def2-TZVPD

As for the SMILES: CCN(C)C.CN.

Each line ends with the Löwdin charge.
Atoms and positions in Å:
C1 -1.53533 0.42841 1.56240  -0.11
C2 -0.24562 0.76422 0.83773  -0.23
N1 0.71428 -0.48357 0.60015  -0.27
C3 1.21656 -0.98309 1.88434  -0.13
C4 1.86616 -0.08372 -0.21317  -0.12
H1 -2.24151 1.26422 1.50265  0.08
H2 -2.03098 -0.45452 1.14846  0.07
H3 -1.35859 0.20397 2.61829  0.06
H4 0.32903 1.51134 1.39336  0.11
H5 -0.48441 1.18627 -0.13965  0.08
H6 1.90249 -1.82852 1.75317  0.08
H7 0.40962 -1.32831 2.53584  0.07
H8 1.77020 -0.20757 2.42763  0.08
H9 2.61665 -0.87995 -0.28610  0.09
H10 1.54827 0.07049 -1.24763  0.06
H11 2.35904 0.82603 0.14692  0.08
C5 -0.78687 0.24832 -2.84851  -0.24
N2 -1.34688 -0.64836 -1.85699  -0.09
H12 0.05397 -0.23047 -3.36134  0.07
H13 -0.42477 1.17047 -2.37238  0.05
H14 -1.50566 0.56185 -3.61293  0.07
H15 -2.18070 -0.21558 -1.45976  0.04
H16 -0.64493 -0.89192 -1.01249  0.09

2.
C5H16N2O | wB97M-V/def2-TZVPD

As for the SMILES: CCNC[C@H](C)N.O.

Each line ends with the Löwdin charge.
Atoms and positions in Å:
C1 -1.94384 -0.36493 -2.31000  -0.10
C2 -0.61312 0.33527 -2.03362  -0.30
N1 0.27700 -0.45966 -1.16856  -0.06
C3 0.88734 0.32100 -0.09538  -0.23
C4 0.04212 0.78816 1.08743  -0.46
C5 0.79695 1.92234 1.80511  -0.07
N2 -0.37343 -0.22345 2.03232  0.04
H1 -2.58929 -0.23792 -1.43953  0.07
H2 -2.47355 0.03655 -3.16978  0.07
H3 -1.75921 -1.40961 -2.46471  0.06
H4 -0.09751 0.43068 -2.99408  0.10
H5 -0.80072 1.35789 -1.69758  0.10
H6 -0.30835 -1.19028 -0.77407  0.08
H7 1.33803 1.18587 -0.52354  0.10
H8 1.69457 -0.30640 0.27720  0.10
H9 -0.86455 1.27477 0.69599  0.12
H10 1.11754 2.64662 1.05606  0.07
H11 1.70905 1.50957 2.23163  0.08
H12 0.16304 2.39145 2.54624  0.07
H13 -0.06648 -1.15098 1.77848  0.03
H14 -0.13387 -0.08682 3.00149  0.06
O1 1.10791 -2.61536 0.82104  -0.04
H15 1.54590 -2.76845 -0.00267  0.04
H16 1.34446 -3.38630 1.34051  0.05

3.
C5H16N2O | wB97M-V/def2-TZVPD

As for the SMILES: CCNCCNC.O.

Each line ends with the Löwdin charge.
Atoms and positions in Å:
C1 -0.84223 -0.84471 -2.55059  -0.07
C2 -1.44161 0.21817 -1.59423  -0.22
N1 -0.42486 0.29774 -0.48319  -0.09
C3 -1.06757 1.10696 0.58375  -0.26
C4 -0.14507 1.17475 1.71963  -0.25
N2 0.11136 -0.11430 2.44695  -0.12
C5 1.37631 -0.80606 2.11979  -0.17
H1 -0.89679 -0.53157 -3.59666  0.07
H2 0.20864 -0.88437 -2.53935  0.03
H3 -1.26704 -1.81029 -2.46511  0.06
H4 -1.65276 1.25920 -1.87222  0.12
H5 -2.29543 -0.21272 -1.17498  0.07
H6 -0.21580 -0.65602 -0.17383  0.10
H7 -1.11480 2.18919 0.24303  0.14
H8 -2.12972 0.89620 0.84972  0.13
H9 -0.59973 1.81158 2.41096  0.08
H10 0.89973 1.56723 1.53101  0.14
H11 -0.62470 -0.72712 2.31779  0.05
H12 2.25694 -0.07849 2.59609  0.13
H13 1.74963 -1.10355 1.11277  0.04
H14 1.31217 -1.87470 2.56128  0.09
O1 2.28030 -0.66179 -1.37952  -0.07
H15 3.00838 -0.06155 -1.54263  0.04
H16 1.51466 -0.15377 -1.12049  -0.03

4.
C5H16N2O | wB97M-V/def2-TZVPD

As for the SMILES: CC[C@@H](N)CNC.O.

Each line ends with the Löwdin charge.
Atoms and positions in Å:
C1 -0.74581 2.08297 -1.52878  -0.11
C2 -0.35478 2.31910 -0.02755  -0.20
C3 -0.11686 0.98158 0.71749  -0.35
N1 -0.84855 1.11523 2.04765  0.02
C4 -0.70660 -0.30915 0.08664  -0.23
N2 0.14293 -1.41216 0.53441  -0.13
C5 -0.43898 -2.74314 0.33379  -0.14
H1 -1.70521 1.59808 -1.58177  0.06
H2 -0.78685 3.08713 -2.02298  0.08
H3 0.06675 1.57485 -2.02903  0.06
H4 0.60523 2.80857 0.08476  0.10
H5 -1.08080 2.95700 0.48546  0.10
H6 0.92585 0.76889 0.94328  0.12
H7 -0.73538 2.07073 2.38961  0.06
H8 -0.54734 0.44484 2.73059  0.05
H9 -1.72081 -0.40682 0.47643  0.11
H10 -0.82772 -0.24113 -1.00518  0.09
H11 1.05936 -1.37939 0.08886  0.07
H12 0.20091 -3.43865 0.90206  0.07
H13 -1.40677 -2.86170 0.86848  0.09
H14 -0.36496 -3.08794 -0.69476  0.06
O1 2.58993 -1.57516 -1.64675  -0.05
H15 2.64565 -0.93667 -2.36035  0.04
H16 1.90968 -2.22479 -1.84168  0.03

5.
C5H16N2O | wB97M-V/def2-TZVPD

As for the SMILES: CCN(C)CCN.O.

Each line ends with the Löwdin charge.
Atoms and positions in Å:
C1 2.53603 0.38776 -0.32191  -0.11
C2 1.66960 -0.88762 -0.53155  -0.23
N1 0.88839 -1.06731 0.70524  -0.27
C3 1.59478 -0.65614 1.89678  -0.14
C4 -0.59663 -0.87798 0.72047  -0.17
C5 -1.13072 0.47150 0.10566  -0.29
N2 -2.47946 0.68338 0.28628  0.00
H1 1.99963 1.17585 0.13912  0.04
H2 2.97132 0.56136 -1.32558  0.07
H3 3.49730 0.08453 0.22310  0.09
H4 0.82332 -0.92464 -1.20936  0.09
H5 2.33425 -1.83055 -0.69450  0.13
H6 2.61796 -1.04983 1.93136  0.08
H7 1.81880 0.46765 1.97260  0.08
H8 0.93106 -0.92234 2.72806  0.08
H9 -0.90384 -0.83062 1.78815  0.11
H10 -0.95477 -1.84650 0.26446  0.13
H11 -0.97630 0.31301 -1.05383  0.11
H12 -0.56160 1.23620 0.65972  0.13
H13 -2.77284 1.36515 0.83563  0.02
H14 -3.13934 -0.09195 0.46895  0.12
O1 -2.15675 1.46990 -2.59224  -0.10
H15 -1.19162 1.37363 -2.42296  0.02
H16 -2.54018 1.22229 -1.72432  0.00

6.
C5H16N2O | wB97M-V/def2-TZVPD

As for the SMILES: CCNC[C@H](C)N.O.

Each line ends with the Löwdin charge.
Atoms and positions in Å:
C1 1.79188 -2.35769 -1.34029  -0.11
C2 0.61076 -2.13217 -0.40576  -0.28
N1 0.01672 -0.77458 -0.59506  -0.07
C3 0.30343 0.11775 0.52167  -0.22
C4 -0.05745 1.57368 0.21543  -0.45
C5 0.87260 2.60623 0.84746  -0.07
N2 -1.48559 1.77409 0.47313  0.03
H1 2.74013 -2.02312 -0.91580  0.06
H2 1.79608 -3.39920 -1.65417  0.06
H3 1.68414 -1.79582 -2.26859  0.07
H4 -0.17811 -2.81111 -0.75106  0.11
H5 0.81741 -2.45042 0.61225  0.11
H6 -0.96260 -0.97095 -0.72872  0.06
H7 1.36649 0.02641 0.74674  0.12
H8 -0.28039 -0.16679 1.40044  0.11
H9 0.08242 1.64204 -0.87134  0.13
H10 1.91880 2.36479 0.66059  0.07
H11 0.76134 2.58485 1.93719  0.08
H12 0.63712 3.59438 0.45746  0.07
H13 -1.63318 1.97248 1.46070  0.08
H14 -1.82647 2.56196 -0.05539  0.07
O1 -2.96687 -1.02064 0.23172  -0.06
H15 -2.62631 -0.18355 0.58570  0.00
H16 -3.38234 -0.73261 -0.56431  0.02

7.
C5H16N2O | wB97M-V/def2-TZVPD

Each line ends with the Löwdin charge.
Atoms and positions in Å:
C1 0.51429 0.17199 -1.51659  -0.08
N1 0.90680 1.03517 -0.35290  0.00
C2 0.54434 -0.86724 1.28908  -0.05
C3 0.19392 0.56034 0.80368  -0.40
C4 -1.31583 0.67981 0.52084  -0.25
N2 -1.90452 -0.43784 -0.07440  0.05
C5 -3.31386 -0.26804 -0.27694  -0.12
H1 -0.50138 -0.22251 -1.65794  0.08
H2 1.21390 -0.67335 -1.47131  0.07
H3 0.79713 0.77900 -2.37726  0.08
H4 1.95264 0.82794 -0.24692  0.06
H5 0.38727 -0.98853 2.36888  0.08
H6 -0.03635 -1.60858 0.74270  0.06
H7 1.59378 -1.04952 1.04483  0.05
H8 0.47487 1.18682 1.66125  0.14
H9 3.22613 -2.29174 -0.98760  0.01
H10 -1.67020 0.64702 1.57450  0.18
H11 -1.55190 1.69006 0.18190  0.14
H12 -3.64066 -1.03196 -0.99074  0.08
H13 -3.89874 -0.42045 0.64140  0.10
H14 -3.64090 0.70369 -0.65823  0.09
H15 2.74040 -2.85199 -0.99185  0.02
H16 3.87382 0.39165 0.24613  -0.04
O1 3.17317 -0.18130 -0.10317  -0.36

8.
C5H16N2O2 | wB97M-V/def2-TZVPD

As for the SMILES: NCCNCCCO.O.

Each line ends with the Löwdin charge.
Atoms and positions in Å:
N1 0.11437 -0.33872 2.48354  -0.02
C1 -0.87828 0.72750 2.25326  -0.26
C2 -2.09000 0.23245 1.38687  -0.24
N2 -1.72368 -0.74369 0.38423  -0.10
C3 -1.30869 -0.18346 -0.93595  -0.20
C4 -0.19686 -0.90524 -1.67509  -0.17
C5 0.74908 0.06738 -2.41496  -0.29
O1 1.32345 1.06412 -1.62085  -0.09
H1 -0.20690 -0.86672 3.28289  0.05
H2 0.01367 -0.90616 1.65115  0.03
H3 -1.31130 1.10252 3.17881  0.10
H4 -0.37870 1.49981 1.66728  0.09
H5 -2.89066 -0.23838 1.96255  0.11
H6 -2.45566 1.18757 0.96912  0.11
H7 -2.26975 -1.57952 0.26815  0.11
H8 -1.00398 0.83351 -0.70585  0.10
H9 -2.22614 -0.18392 -1.54837  0.12
H10 -0.46282 -1.64949 -2.43687  0.11
H11 0.43131 -1.54482 -1.03486  0.11
H12 0.31259 0.53693 -3.29003  0.11
H13 1.54712 -0.53416 -2.90696  0.12
H14 1.89012 0.70727 -0.91809  0.02
O2 3.23257 0.10444 0.02306  -0.02
H15 3.17814 -0.64504 0.59264  0.05
H16 3.13714 0.82206 0.65254  0.06

9.
C5H16N2O3 | wB97M-V/def2-TZVPD

As for the SMILES: CCNC(=O)CNC.O.O.

Each line ends with the Löwdin charge.
Atoms and positions in Å:
C1 0.61481 1.85032 -3.04304  -0.08
C2 -0.52408 0.92756 -2.60174  -0.24
N1 -0.98284 1.30415 -1.28011  0.06
C3 -0.54070 0.74124 -0.11775  -0.45
O1 -0.49096 1.38173 0.91224  0.06
C4 -0.20389 -0.73172 -0.13236  -0.12
N2 -0.97637 -1.41492 0.93757  -0.10
C5 -0.21626 -2.41016 1.67025  -0.13
H1 1.43655 1.65109 -2.37717  0.07
H2 1.06305 1.66273 -4.02422  0.08
H3 0.34531 2.89794 -2.99551  0.07
H4 -0.08901 -0.07164 -2.59254  0.10
H5 -1.37294 0.88909 -3.27292  0.11
H6 -1.16382 2.28948 -1.15466  0.14
H7 -0.39678 -1.30873 -1.02865  0.11
H8 0.84165 -0.91446 0.07512  0.09
H9 -1.79222 -1.83567 0.52569  0.10
H10 -0.86954 -3.18769 2.06856  0.08
H11 0.55727 -2.92977 1.08415  0.07
H12 0.32190 -1.94035 2.48076  0.06
O2 -0.63437 0.82844 3.63109  -0.09
H13 -0.63716 1.10268 2.69113  -0.01
H14 -0.26035 -0.06186 3.57528  0.00
O3 3.17070 -1.74129 -0.49183  -0.07
H15 3.24340 -2.70379 -0.44802  0.04
H16 2.91239 -1.54591 0.43147  0.04

10.
C5H16N3 | wB97M-V/def2-TZVPD

As for the SMILES: NCCCNCC[NH3+]. The net charge is +1.

Each line ends with the Löwdin charge.
Atoms and positions in Å:
N1 0.83652 -2.86198 -0.27973  -0.01
C1 2.06834 -2.05687 -0.34946  -0.31
C2 1.86947 -0.69447 0.28661  -0.20
C3 1.02732 0.22850 -0.62918  -0.20
N2 0.10438 1.01676 0.22736  -0.13
C4 -0.83966 1.82380 -0.50853  -0.17
C5 -2.09088 2.01277 0.53916  -0.10
N3 -2.36816 0.61285 0.83343  0.11
H1 -0.05545 -2.42974 -0.13352  0.04
H2 0.78931 -3.58702 -0.98679  0.07
H3 2.42445 -1.85103 -1.38774  0.11
H4 2.85110 -2.71210 0.07052  0.12
H5 2.87880 -0.45656 0.64788  0.12
H6 1.23936 -0.97869 1.19855  0.12
H7 1.81115 0.90313 -1.04033  0.13
H8 0.50152 -0.25454 -1.44876  0.12
H9 0.62770 1.58548 0.91554  0.15
H10 -1.18592 1.27743 -1.38248  0.12
H11 -0.43439 2.77623 -0.85745  0.13
H12 -1.85600 2.51574 1.48594  0.14
H13 -2.91490 2.38751 -0.05436  0.12
H14 -2.99093 0.49360 1.69078  0.20
H15 -1.44668 0.14145 1.06603  0.16
H16 -2.84646 0.10776 0.09654  0.16

What are the LUMO level values for these records? In order: 1.04, 0.66, 0.96, 0.64, 0.84, 0.96, -3.55, 0.81, 0.47, -3.43 eV.
What are the HOMO-LUMO gap values for these records? In order: 9.66, 9.01, 9.63, 9.11, 8.69, 9.54, 4.26, 9.41, 9.65, 8.33 eV.
What are the energy above the lowest of the compared OMol25 structures with the same formula, charge and spin values for these records? In order: 123.4, 70.9, 224.1, 118.1, 268.6, 54.8, 789.9, 160.2, 142.5, 228.5 kJ/mol.